Here is a molecular structure, C2H12LiO4 from the Open Molecules 2025 dataset. Energies are from ωB97M-V/def2-TZVPD.

Properties
Net charge: +1
Relative energy (zero: lowest compared OMol25 entry of this formula, charge and spin): 12.7 kcal per mole
LUMO level: -3.148 eV
Frontier orbital gap: 11.43 eV

Last column: Löwdin charge in e.
Geometry (Å):
Li  -7.729  -6.661  15.594  0.73
C  -7.969  -10.260  15.467  -0.08
C  -9.097  -9.268  15.234  -0.25
O  -8.572  -8.101  14.547  -0.17
H  -7.417  -10.104  16.394  0.06
H  -7.350  -10.724  14.698  0.09
H  -8.497  -11.176  15.731  0.08
H  -9.510  -8.892  16.170  0.12
H  -9.874  -9.648  14.571  0.12
H  -8.291  -8.366  13.669  0.10
O  -5.820  -6.339  14.843  -0.07
H  -5.284  -6.756  14.168  0.07
H  -5.655  -5.402  14.735  0.06
O  -6.968  -7.568  17.231  -0.07
H  -6.115  -7.941  17.457  0.07
H  -7.524  -7.771  17.983  0.07
O  -8.464  -4.592  16.213  -0.05
H  -9.360  -4.334  16.000  0.06
H  -8.363  -4.365  17.138  0.06